Record 1
Density functional theory data (ωB97M-V/def2-TZVPD) for a molecular structure, C36H40BaN4S2Sb in a non-equilibrium geometry.

XYZ file:
```
84
Properties=species:S:1:pos:R:3:forces:R:3
Ba -1.623 -0.120 -1.233 -0.284 -0.985 0.464
C 1.801 1.544 -2.601 -0.433 0.951 0.519
C 1.756 0.023 -2.702 0.330 0.665 0.363
C 3.241 -0.420 -2.775 -0.721 -0.232 -0.602
C 1.043 -0.489 -1.448 0.078 -0.031 -0.098
C 0.987 -0.335 -3.974 0.479 -0.021 0.026
C 0.553 0.572 -4.955 -0.072 -0.541 0.114
C -0.198 0.112 -6.043 0.064 0.567 0.269
C -0.515 -1.226 -6.143 0.037 -0.402 -0.705
C 0.035 -2.142 -5.252 -0.367 0.441 0.204
C 0.758 -1.697 -4.168 -0.049 0.422 -0.436
H 2.197 1.865 -1.634 -0.032 -0.206 0.112
H 0.782 1.992 -2.680 0.679 -0.187 -0.060
H 2.477 1.989 -3.338 -0.190 0.059 -0.298
H 3.776 -0.045 -1.921 0.172 0.119 0.502
H 3.712 -0.030 -3.673 0.161 0.097 -0.282
H 3.321 -1.499 -2.803 0.066 -0.315 0.083
H 1.757 -0.454 -0.596 -0.007 -0.008 -0.307
H 0.771 1.634 -4.898 0.007 -0.163 0.153
H -0.539 0.842 -6.783 -0.019 -0.350 0.211
H -1.146 -1.593 -6.953 0.150 0.164 0.139
H -0.169 -3.183 -5.364 -0.095 -0.584 -0.130
H 1.189 -2.374 -3.457 -0.038 -0.338 0.306
S -1.998 -0.280 2.089 0.359 -0.520 -0.149
Sb -0.238 -1.967 2.468 -0.321 0.487 -0.838
C -0.174 -1.762 4.565 0.897 -0.369 -0.051
C 0.794 -2.580 5.145 0.087 -0.157 0.457
C 1.041 -2.547 6.503 -0.659 0.392 0.074
C 0.297 -1.649 7.287 1.277 -0.759 0.518
C -0.626 -0.826 6.715 -0.458 0.572 -0.105
C -0.863 -0.883 5.345 -0.600 0.822 -0.019
C -0.906 -4.051 2.756 -0.770 -0.262 0.415
C -0.346 -5.137 2.100 0.139 0.564 -0.260
C -1.000 -6.350 2.031 -0.380 0.086 0.311
C -2.248 -6.515 2.615 0.080 0.463 0.123
C -2.840 -5.457 3.298 0.657 0.300 0.424
C -2.141 -4.250 3.410 0.171 0.164 -0.317
C 2.019 -1.590 2.373 0.077 0.323 -0.024
C 2.854 -2.369 1.573 0.115 0.918 0.441
C 4.137 -1.932 1.240 -0.213 0.031 0.246
C 4.608 -0.708 1.715 0.124 -0.268 -0.531
C 3.772 0.091 2.488 0.340 0.158 0.006
C 2.498 -0.347 2.819 -0.517 -0.302 0.149
H 1.379 -3.222 4.508 0.143 -0.280 -0.053
H 1.766 -3.192 6.976 0.160 -0.029 -0.077
H 0.567 -1.575 8.339 -0.338 0.029 -0.065
H -1.139 -0.089 7.315 -0.125 0.044 0.089
H -1.543 -0.178 4.864 -0.035 -0.219 0.127
H 0.602 -4.999 1.595 0.102 -0.138 -0.132
H -0.552 -7.159 1.503 0.313 -0.584 -0.306
H -2.742 -7.462 2.567 -0.264 -0.438 -0.118
H -3.787 -5.585 3.819 0.102 0.030 -0.198
H -2.558 -3.431 3.997 -0.069 -0.110 -0.178
H 2.477 -3.298 1.219 -0.102 -0.701 -0.496
H 4.744 -2.542 0.584 0.141 -0.021 0.039
H 5.612 -0.378 1.419 -0.469 -0.034 0.223
H 4.133 1.068 2.811 -0.162 -0.204 0.052
H 1.854 0.275 3.448 0.159 -0.066 -0.186
C -1.858 5.444 -3.395 -0.846 0.623 0.373
C -2.669 4.167 -3.512 0.154 0.308 -0.061
N -1.946 3.178 -2.738 -0.251 -0.922 -0.015
C -1.591 3.408 -1.421 -0.212 1.066 -0.673
N -1.429 2.419 -0.638 -0.040 -0.545 0.434
C -0.913 2.625 0.705 -0.267 0.379 0.359
C -0.077 3.877 0.772 0.471 0.117 0.045
C -0.917 5.027 0.274 -0.262 -0.106 -0.379
N -1.372 4.720 -1.079 -0.194 0.177 -0.094
C -1.800 5.826 -1.927 0.375 -0.120 0.096
H -2.344 6.304 -3.898 0.354 -0.536 -0.110
H -0.862 5.264 -3.765 0.340 0.050 -0.337
H -2.713 3.851 -4.552 -0.019 -0.234 0.042
H -3.709 4.328 -3.170 0.282 -0.109 -0.002
H -2.175 2.195 -2.949 -0.084 0.793 0.007
H -0.322 1.766 0.984 0.138 -0.316 0.109
H -1.726 2.681 1.456 0.195 -0.140 -0.425
H 0.806 3.734 0.130 -0.126 0.204 0.135
H 0.261 4.070 1.791 0.028 -0.039 0.005
H -0.381 5.962 0.216 0.440 0.318 -0.026
H -1.746 5.210 0.965 -0.226 -0.122 -0.041
H -1.089 6.647 -1.785 -0.092 -0.020 0.059
H -2.793 6.188 -1.647 -0.108 0.050 0.283
S -3.442 0.295 -4.234 -0.466 -0.284 0.981
C -4.176 -0.389 -2.859 0.860 0.352 -0.931
N -4.436 -0.887 -1.839 -0.323 0.014 0.025
```
Positions in Å, forces in eV/Å.

Its spin multiplicity is 1. For the energy relative to the best compared isomer or geometry (same formula, charge and spin), the calculation gives 52.92 kJ/mol. Its energy is -72842.955 eV. The LUMO energy (spin up / spin down) comes out at 2.20 / 2.19 eV. The calculation puts the max |F| at 0.0306 hartree/bohr. As for the molar mass: 851.966 g mol⁻¹. The net charge is -1. The calculation puts the HOMO-LUMO gap (spin up / spin down) at 5.33 / 5.89 eV.

Record 2
Density functional theory data (ωB97M-V/def2-TZVPD) for a molecular structure, C36H40ClIN9O4Rb.

XYZ file:
```
92
Properties=species:S:1:pos:R:3:forces:R:3
Rb -0.384 0.750 -0.026 0.565 0.755 0.048
O -1.166 -1.019 -1.791 -0.028 -0.180 -0.206
C -2.240 -1.356 -2.398 -0.042 0.001 0.072
C -2.324 -2.546 -3.184 -0.022 0.080 0.066
C -3.452 -2.876 -3.902 0.053 -0.022 0.005
C -4.577 -2.050 -3.900 -0.030 0.006 -0.005
C -4.535 -0.894 -3.137 0.024 0.003 0.017
C -3.431 -0.555 -2.358 0.015 -0.119 -0.029
C -3.495 0.718 -1.597 0.014 0.089 0.031
N -3.347 0.946 -0.355 -0.113 -0.018 -0.086
C -3.109 -0.159 0.562 -0.078 -0.109 -0.027
C -3.094 0.314 2.016 0.018 -0.022 -0.048
N -2.118 1.366 2.290 -0.148 0.039 0.106
C -1.288 1.230 3.241 0.009 -0.047 -0.162
C -0.989 0.043 4.071 0.032 -0.073 -0.006
C -0.942 0.161 5.457 -0.008 0.002 -0.046
C -0.601 -0.904 6.277 -0.005 0.001 0.006
C -0.268 -2.117 5.668 0.009 -0.007 -0.002
C -0.266 -2.256 4.298 -0.025 0.032 -0.068
C -0.610 -1.181 3.416 -0.008 -0.042 0.032
O -0.545 -1.293 2.148 0.004 0.042 0.081
H -1.444 -3.180 -3.199 -0.007 -0.007 -0.017
H -3.455 -3.791 -4.489 -0.014 0.004 -0.007
H -5.455 -2.301 -4.484 0.003 0.008 0.010
H -5.391 -0.224 -3.132 0.002 -0.007 -0.003
H -3.741 1.600 -2.199 0.008 -0.026 0.025
H -2.181 -0.685 0.336 -0.382 -0.293 0.053
H -3.897 -0.910 0.443 -0.032 -0.014 0.065
H -2.963 -0.558 2.661 -0.038 -0.017 0.022
H -4.068 0.770 2.225 -0.011 -0.014 0.007
H -0.659 2.109 3.434 -0.025 0.010 0.030
H -1.190 1.123 5.899 0.005 0.000 0.014
H -0.586 -0.796 7.355 -0.001 0.003 -0.007
H 0.010 -2.968 6.284 -0.004 0.007 0.008
H 0.011 -3.195 3.832 -0.002 0.005 0.020
C 8.607 -0.031 3.822 0.018 -0.039 -0.016
C 7.481 1.007 3.927 -0.032 -0.012 0.009
C 7.988 2.340 3.366 0.009 0.038 -0.045
C 7.165 1.195 5.418 -0.012 0.013 -0.008
C 6.221 0.490 3.151 0.006 -0.025 0.080
O 5.959 -0.805 3.674 0.016 0.061 -0.041
C 6.483 0.466 1.627 0.091 -0.033 -0.087
C 5.753 -0.594 0.793 -0.082 0.006 0.018
C 6.212 -2.015 1.016 0.005 0.005 0.025
C 5.286 -3.024 1.263 -0.020 0.012 -0.029
C 5.685 -4.338 1.464 0.006 0.026 0.001
C 7.033 -4.643 1.413 0.012 -0.036 0.011
Cl 7.556 -6.293 1.678 -0.003 0.001 -0.003
C 7.980 -3.668 1.156 -0.021 0.013 0.003
C 7.559 -2.362 0.956 0.038 0.023 -0.014
C 5.009 1.391 3.456 0.001 -0.028 0.035
N 3.827 0.994 2.723 0.002 -0.021 -0.093
C 3.159 1.633 1.754 0.028 -0.016 0.057
N 2.161 0.893 1.322 0.253 -0.009 0.132
C 2.267 -0.240 2.069 -0.069 -0.075 0.102
N 3.263 -0.221 2.934 0.034 0.120 -0.044
H 9.448 0.287 4.445 -0.016 -0.003 -0.019
H 8.979 -0.138 2.801 -0.020 -0.001 0.033
H 8.270 -1.011 4.161 0.000 0.055 -0.002
H 8.872 2.652 3.929 -0.017 -0.005 -0.007
H 7.246 3.137 3.461 0.018 -0.025 -0.007
H 8.274 2.265 2.315 -0.013 -0.002 0.063
H 8.092 1.387 5.966 -0.019 -0.011 -0.023
H 6.698 0.303 5.833 0.001 -0.012 -0.018
H 6.506 2.048 5.596 0.003 -0.008 -0.012
H 5.034 -1.031 3.476 -0.016 -0.004 0.014
H 7.555 0.354 1.457 -0.027 -0.024 -0.028
H 6.228 1.448 1.216 -0.021 0.001 -0.010
H 5.892 -0.343 -0.262 0.047 0.000 0.011
H 4.674 -0.544 0.928 0.044 -0.014 0.009
H 4.232 -2.775 1.300 0.020 -0.005 0.010
H 4.957 -5.115 1.661 0.017 0.021 -0.008
H 9.029 -3.930 1.114 -0.023 0.007 -0.005
H 8.304 -1.601 0.748 -0.038 -0.033 0.009
H 5.214 2.426 3.189 0.011 0.036 -0.011
H 4.769 1.337 4.515 0.004 -0.004 0.037
H 3.430 2.618 1.403 -0.019 -0.058 0.014
H 1.559 -1.058 2.004 0.027 0.071 -0.040
N 1.431 0.137 -2.534 0.071 0.051 0.121
C 2.697 0.387 -2.137 -0.054 -0.040 -0.017
O 3.420 -0.407 -1.558 -0.038 0.070 -0.089
C 3.146 1.786 -2.558 0.008 -0.047 0.017
I 4.982 2.378 -1.673 0.014 0.003 -0.002
H 0.946 -0.694 -2.212 -0.078 -0.089 -0.169
H 0.832 0.910 -2.806 0.081 -0.012 0.065
H 2.397 2.525 -2.288 -0.042 0.032 0.013
H 3.301 1.822 -3.634 0.003 -0.017 0.005
N -2.710 4.955 -4.747 0.120 0.052 0.087
C -1.775 4.923 -4.057 0.227 0.128 0.085
N -0.680 4.998 -3.304 -0.381 -0.567 0.033
C -0.314 3.893 -2.699 0.183 0.230 -0.211
N 0.127 2.961 -2.146 -0.096 0.130 -0.041
```
Positions in Å, forces in eV/Å.

Its spin multiplicity is 1. For the energy relative to the best compared isomer or geometry (same formula, charge and spin), the calculation gives 46.20 kJ/mol. Its energy is -80864.310 eV. The LUMO energy comes out at 3.17 eV. The calculation puts the max |F| at 0.0184 hartree/bohr. As for the molar mass: 910.600 g mol⁻¹. The net charge is -2. The calculation puts the HOMO-LUMO gap at 5.56 eV.